Entry 1:
ORCA calculation (ωB97M-V/def2-TZVPD) on 2 unconnected molecules or ions with the total composition C13H29BN3O5.

frontier orbital gap = 6.919 eV
relative energy (zero: lowest compared OMol25 entry of this formula, charge and spin) = 0.0 kcal/mol
LUMO energy = -3.2 eV
HOMO level = -10.10 eV
net charge = +1

Positions of all 51 atoms, in Å:
C -0.2968 0.5427 1.6602
C -0.8860 1.8955 1.3148
O -2.1897 1.7393 0.7014
B -3.2069 2.4746 1.1968
O -3.1318 3.8306 1.4003
C -4.5455 1.6619 1.4160
C -4.7254 0.3877 0.9369
N -5.9943 0.0171 1.3076
O -6.5575 -1.1842 1.0116
C -6.1613 -2.2250 1.9700
C -5.1093 -3.1558 1.4069
C -6.5851 0.9950 1.9783
N -5.7169 1.9999 2.0556
H -0.7519 -0.2514 1.0762
H 0.7595 0.5363 1.4062
H -0.3862 0.2973 2.7139
H -0.9303 2.5377 2.1893
H -0.2443 2.3704 0.5812
H -2.9754 4.1245 2.3018
H -4.0220 -0.2031 0.3878
H -7.0612 -2.7869 2.1846
H -5.8079 -1.7316 2.8684
H -4.3487 -2.6254 0.8439
H -5.5517 -3.9281 0.7921
H -4.5948 -3.6118 2.2483
H -7.5851 0.9725 2.3632
H -5.8811 2.8885 2.5001
C 1.7760 0.7927 -1.3509
O 2.7271 0.3512 -0.4058
C 2.8850 -1.0623 -0.3267
C 4.1854 -1.5323 -0.9424
N 4.1746 -1.4027 -2.3926
C 5.4738 -1.5598 -3.0472
C 6.6326 -0.6546 -2.6412
O 6.5054 0.6972 -3.0349
C 5.6718 1.4968 -2.2232
H 1.5666 1.8413 -1.1389
H 2.1429 0.7278 -2.3796
H 0.8428 0.2249 -1.2685
H 2.0284 -1.5760 -0.7750
H 2.9052 -1.3141 0.7375
H 4.3298 -2.5856 -0.6837
H 4.9943 -0.9572 -0.4739
H 3.7953 -0.5009 -2.6444
H 5.3063 -1.4118 -4.1162
H 5.7930 -2.5992 -2.9205
H 7.5163 -1.0231 -3.1664
H 6.8629 -0.7194 -1.5703
H 5.7516 1.2273 -1.1664
H 4.6259 1.4406 -2.5406
H 5.9945 2.5309 -2.3415

Atoms 1-3, force components in eV/Å:
C 0.14 -0.11 0.07
C 0.54 -0.11 -0.77
O -0.32 -0.26 0.83



Entry 2:
ORCA calculation (ωB97M-V/def2-TZVPD) on a molecular structure, C13H29BeN3O7.

frontier orbital gap = 3.314 eV
relative energy (zero: lowest compared OMol25 entry of this formula, charge and spin) = 0.0 kcal/mol
LUMO energy = 4.2 eV
HOMO level = 0.93 eV
net charge = -2

Positions of all 53 atoms, in Å:
Be -1.3583 -1.0639 -0.7716
O -3.4616 -0.7391 0.6466
C -3.2995 -1.3940 1.8117
C -1.9057 -2.0232 2.0594
O -1.2763 -2.7149 1.0813
H -4.0767 -2.1811 1.9751
H -3.5036 -0.7246 2.6945
H -1.9502 -2.6125 3.0039
H -1.2622 -1.1008 2.2145
O -2.7269 -0.7514 -1.8410
C -2.7707 -1.6469 -2.8665
C -1.7170 -2.6934 -2.9787
O -1.3675 -3.2947 -1.8183
H -2.9969 -1.2808 -3.9069
H -3.7280 -2.2320 -2.7595
H -0.7754 -2.2401 -3.4029
H -1.9235 -3.4307 -3.7903
C 1.5871 0.1096 -2.5972
O 0.4328 -0.1318 -2.4064
N 2.5799 -0.8039 -2.3951
C 3.9267 -0.5443 -2.7903
C 2.2482 -2.1403 -1.9204
H 2.0495 1.0847 -2.8523
H 4.6788 -0.6390 -1.9999
H 4.0514 0.4231 -3.2803
H 4.2378 -1.2523 -3.5717
H 2.6688 -2.2425 -0.9132
H 1.1893 -2.3843 -1.8088
H 2.7429 -2.9029 -2.5278
C -1.2227 2.6060 -0.6621
O -1.7128 1.5768 -1.0384
N -1.1194 2.8163 0.6803
C -1.4818 1.8586 1.7191
C -0.5775 4.0652 1.1734
H -0.8880 3.4052 -1.3414
H -1.9481 0.9150 1.4091
H -2.1642 2.4888 2.3081
H -0.7079 1.6586 2.4696
H -1.3115 4.3818 1.9334
H 0.3356 3.9372 1.7659
H -0.5378 4.9078 0.4880
C 1.0765 -0.5811 1.7837
O 0.8143 -0.8020 0.6355
N 1.8256 0.4941 2.1969
C 1.8410 0.8853 3.6040
C 2.1434 1.5137 1.2358
H 0.8544 -1.1881 2.6749
H 2.8782 1.1532 3.8343
H 1.5884 0.1041 4.3127
H 1.2376 1.7962 3.6333
H 2.7970 1.2524 0.3995
H 1.2092 1.9687 0.8988
H 2.7774 2.3342 1.5981

Atoms 1-3, force components in eV/Å:
Be -4.77 -2.63 -0.59
O 1.43 0.31 0.29
C -0.75 -0.08 -0.20



Entry 3:
ORCA calculation (ωB97M-V/def2-TZVPD) on a molecular structure, C13H29CdClO5P2.

frontier orbital gap = 4.127 eV
LUMO energy = -9.9 eV
HOMO level = -14.05 eV
net charge = +2

Positions of all 51 atoms, in Å:
C 3.5745 4.1448 -1.1665
C 2.9911 2.9144 -1.8804
C 1.9115 2.2821 -0.9975
Cl 0.6406 3.5051 -0.7031
O 1.2814 1.2257 -1.7636
P 1.1405 -0.2082 -1.1058
O -0.2579 -0.6768 -1.4703
O 1.1674 -0.2027 0.4717
C -0.0238 0.5048 0.9013
C -0.3522 0.2996 2.3849
C -1.6000 -0.6225 2.4582
C -2.8338 0.1555 1.9212
C -3.6043 -0.8391 1.0029
C -4.9092 -0.2773 0.4160
O -4.6138 0.3656 -0.8728
C -5.4739 -0.1782 -1.9306
O 2.1694 -1.1503 -1.7816
P 3.4339 -1.9029 -0.8310
C 4.2750 -0.6165 0.2149
C 2.6119 -3.0531 0.3421
C 1.7277 -4.0633 -0.3799
H 3.3452 5.0540 -1.7082
H 4.6576 4.0911 -1.1259
H 3.2384 4.2629 -0.1406
H 3.7318 2.1457 -2.0753
H 2.4815 3.2272 -2.7857
H 2.3962 1.9386 -0.0889
H 0.0773 1.5749 0.7645
H -0.8932 0.1452 0.3755
H 0.4817 -0.1886 2.8854
H -0.4650 1.2607 2.8718
H -1.7581 -1.0218 3.4524
H -1.4522 -1.4443 1.7593
H -2.5057 1.0084 1.3222
H -3.4573 0.5662 2.7077
H -2.9367 -1.1155 0.1627
H -3.7736 -1.7303 1.6013
H -5.6228 -1.0781 0.2579
H -5.3037 0.4929 1.0706
H -5.2599 -1.2390 -2.0366
H -6.5050 -0.0121 -1.6435
H -5.2548 0.3809 -2.8345
H 3.8706 -0.6905 1.2216
H 5.3073 -0.9423 0.2512
H 4.1727 0.3821 -0.1948
H 3.4488 -3.6106 0.7661
H 2.1341 -2.5494 1.1833
H 1.4067 -4.8755 0.2610
H 2.3349 -4.5169 -1.1617
H 0.8766 -3.6163 -0.8878
Cd -2.0294 0.4940 -1.4614

Atoms 1-3, force components in eV/Å:
C 0.65 -0.08 -0.24
C -0.86 0.42 0.92
C 0.87 0.97 -1.73



Entry 4:
ORCA calculation (ωB97M-V/def2-TZVPD) on a molecular structure, C13H29Cl2O3SScSi.

frontier orbital gap = 8.671 eV
LUMO energy = -7.6 eV
HOMO level = -16.26 eV
net charge = +2

Positions of all 50 atoms, in Å:
Sc -0.0688 -1.7808 1.8841
C -2.2050 1.3275 0.0257
C -2.3058 -0.1532 0.3122
C -2.9042 -0.4437 1.6775
C -2.9749 -0.9294 -0.7992
O -0.8947 -0.7092 0.4217
Si 0.5546 -0.3417 -0.4613
S 1.6239 -2.0242 0.3842
O 1.1153 1.0362 0.1343
C 1.6401 1.4920 1.4046
C 1.0212 0.6919 2.5697
C 1.2455 2.9541 1.5275
C 3.1488 1.3194 1.3906
O 0.1847 -0.3691 -1.9910
C 0.9202 0.0800 -3.2103
C 2.3927 -0.2165 -3.0015
C 0.6474 1.5635 -3.3594
C 0.3302 -0.7293 -4.3455
H -3.2116 1.7412 -0.0434
H -1.7041 1.5098 -0.9253
H -1.6771 1.8579 0.8178
H -3.9567 -0.1604 1.6976
H -2.4157 0.1286 2.4739
H -2.8847 -1.5205 1.9003
H -3.9981 -0.5720 -0.9184
H -3.0140 -1.9959 -0.5722
H -2.4460 -0.7845 -1.7396
H -0.0764 0.6680 2.4927
H 1.2489 1.1610 3.5266
H 1.5095 -0.3028 2.6273
H 0.1624 3.0745 1.5646
H 1.6245 3.5073 0.6702
H 1.6732 3.3872 2.4315
H 3.4270 0.2722 1.2604
H 3.5814 1.6817 2.3234
H 3.5768 1.8964 0.5723
H 2.7918 0.3485 -2.1537
H 2.9603 0.0818 -3.8824
H 2.5580 -1.2832 -2.8437
H 1.0310 2.1214 -2.5038
H -0.4217 1.7505 -3.4633
H 1.1406 1.9381 -4.2562
H 0.4929 -1.7951 -4.1887
H 0.8081 -0.4443 -5.2826
H -0.7388 -0.5404 -4.4398
Cl -0.4512 -2.7171 4.3983
C -1.1641 -4.2346 3.7556
Cl -1.1783 -4.1791 1.9649
H -2.1868 -4.3037 4.1082
H -0.5322 -5.0601 4.0637

Atoms 1-3, force components in eV/Å:
Sc -0.16 0.05 0.03
C -0.02 0.01 -0.01
C 0.06 -0.03 0.03



Entry 5:
ORCA calculation (ωB97M-V/def2-TZVPD) on a molecular structure, C13H29HoN3O2P2.

frontier orbital gap (spin up / spin down) = 8.065 / 4.957 eV
⟨S²⟩ = 8.7803
relative energy (zero: lowest compared OMol25 entry of this formula, charge and spin) = 81.9 kcal/mol
2S+1 = 6
LUMO energy (spin up / spin down) = -5.9 / -9.0 eV
HOMO level (spin up / spin down) = -13.97 / -13.96 eV
net charge = +2

Positions of all 50 atoms, in Å:
Ho 0.1907 0.0355 0.1751
P -0.1257 -2.4437 -0.6146
P -1.9727 0.5154 1.6306
N 1.4368 0.1271 -1.6011
N 0.0865 2.1602 -0.1805
H 2.5203 1.5778 -2.4883
H 1.5252 3.4272 -0.8659
H 2.7928 1.3951 -0.7009
C 2.0517 1.4252 -1.5178
H 0.4378 2.7452 -2.1394
C 1.0139 2.5328 -1.2252
H 2.1745 -0.7420 -3.2361
H -0.6123 3.9011 0.5359
C 1.5125 -0.8791 -2.3949
C -0.7251 2.8187 0.6116
H 1.4508 -3.0133 -2.2667
C 0.7491 -2.1758 -2.2117
H -0.0356 -2.2555 -2.9744
H -3.0687 -0.0493 0.9621
H -1.7472 -0.1008 2.8816
H -1.4549 -2.8747 -0.7920
H 0.6154 -3.3575 0.1872
O -1.5159 -0.2631 -1.4026
C -1.7462 0.6196 -2.4700
C -2.0933 -0.2089 -3.6803
C -2.8383 1.5693 -2.0282
H -0.8221 1.2067 -2.6792
H -1.2438 -0.8094 -4.0047
H -2.9127 -0.8814 -3.4213
H -2.4005 0.4465 -4.4909
H -2.5901 2.0958 -1.1057
H -3.0273 2.3052 -2.8064
H -3.7497 0.9958 -1.8479
C -1.6667 2.1945 1.5009
H -2.2489 2.8384 2.1394
C 3.5305 -1.0308 4.3562
N 3.2297 -0.5426 3.0286
C 4.2939 -0.0542 2.1517
C 2.0014 -0.5520 2.5743
C 0.8013 -1.0304 3.3317
O 1.8813 -0.0684 1.3877
H 4.5965 -0.9470 4.5399
H 3.2309 -2.0820 4.4428
H 2.9868 -0.4393 5.1024
H 4.3605 -0.6519 1.2342
H 4.1394 0.9981 1.8828
H 5.2411 -0.1362 2.6812
H 0.1536 -0.1742 3.5886
H 0.2133 -1.7631 2.7450
H 1.0752 -1.5142 4.2750

Atoms 1-3, force components in eV/Å:
Ho -2.74 -2.09 -0.44
P -0.25 -0.15 0.86
P -0.22 -2.99 0.02



Entry 6:
ORCA calculation (ωB97M-V/def2-TZVPD) on a molecular structure, C13H29InN4O7.

frontier orbital gap = 1.714 eV
LUMO energy = -12.3 eV
HOMO level = -14.01 eV
net charge = +2

Positions of all 54 atoms, in Å:
In 8.4022 -25.1501 -17.5663
O 4.6066 -26.3538 -20.6473
C 5.9541 -26.1857 -20.7155
O 6.5531 -26.0719 -19.6059
O 6.5058 -26.2266 -21.8362
H 4.4368 -26.5263 -21.5932
C 2.3129 -25.2330 -26.8478
C 2.5348 -26.4699 -26.0302
O 1.6546 -27.2926 -25.8326
N 3.7588 -26.7518 -25.4667
C 4.8176 -25.8609 -25.0419
H 3.2375 -24.6728 -26.9670
H 1.5525 -24.6306 -26.3579
H 1.9782 -25.6115 -27.8121
H 3.9071 -27.6866 -25.1113
H 4.6282 -24.8299 -25.3386
H 5.7623 -26.2096 -25.4642
H 4.8349 -25.7920 -23.9523
C 3.9080 -26.0510 -15.5178
C 4.8416 -26.1925 -16.6949
O 5.8049 -25.3824 -16.6863
N 4.6427 -27.0244 -17.6964
C 3.5888 -28.0059 -17.8530
H 4.5228 -25.7707 -14.6653
H 3.4910 -27.0056 -15.1828
H 3.0960 -25.3592 -15.7236
H 5.3435 -26.8700 -18.4241
H 3.8499 -28.9336 -17.3416
H 3.3521 -28.0958 -18.9077
H 2.6593 -27.7353 -17.3485
C 11.6455 -27.1895 -20.9966
C 10.3288 -26.9488 -20.3115
O 10.2940 -26.5693 -19.1308
N 9.2238 -27.2290 -20.9991
C 9.0390 -28.0100 -22.1857
H 12.1119 -28.1602 -20.8539
H 12.3505 -26.4530 -20.6001
H 11.6159 -26.8837 -22.0445
H 8.3387 -26.9198 -20.5987
H 9.6549 -28.9119 -22.1531
H 9.3976 -27.5492 -23.1231
H 8.0097 -28.2101 -22.4611
C 10.3909 -22.8371 -21.7514
C 9.2912 -23.7571 -21.3545
O 8.9904 -23.9544 -20.1737
N 8.5282 -24.3003 -22.3416
C 8.9908 -24.5914 -23.6673
H 9.9767 -22.0185 -22.3513
H 11.1437 -23.2632 -22.4210
H 10.9529 -22.3464 -20.9623
H 7.7463 -24.8583 -21.9868
H 9.2510 -23.6878 -24.2257
H 8.1739 -25.0297 -24.2394
H 9.8464 -25.2662 -23.7774

Atoms 1-3, force components in eV/Å:
In -0.66 -0.38 -1.20
O 0.91 0.00 -0.84
C 0.27 -0.31 0.12



Entry 7:
ORCA calculation (ωB97M-V/def2-TZVPD) on a gas-phase ion, C13H29N3O5P (charge +1).

SMILES string = CCOCCNC1=[NH+][C@@H](CCP(=O)(OCC)OCC)OCN1
frontier orbital gap = 9.974 eV
relative energy (zero: lowest compared OMol25 entry of this formula, charge and spin) = 23.6 kcal/mol
LUMO energy = -3.0 eV
HOMO level = -12.93 eV
net charge = +1

Positions of all 51 atoms, in Å:
C 1.6548 -3.2156 -0.4509
C 2.9982 -2.5296 -0.7011
O 3.1031 -1.8978 -1.9672
C 2.3134 -0.7451 -2.1127
C 3.0978 0.5396 -1.8083
N 3.3844 0.7025 -0.3686
C 2.4707 0.9678 0.4999
N 1.1780 1.1072 0.2430
C 0.5813 2.2609 1.0090
C -0.5713 1.8164 1.9379
C -0.9384 0.3264 1.7956
P -2.0332 -0.1114 0.4102
O -1.2212 -0.7575 -0.6261
O -3.1042 -1.0850 1.0455
C -3.8307 -1.8611 0.0654
C -4.5234 -2.9779 0.8280
O -2.8811 1.1278 -0.1372
C -2.1998 1.9744 -1.0750
C -2.7337 1.8324 -2.5050
O 1.5863 3.0108 1.6197
C 2.3242 2.2486 2.5260
N 2.8807 1.0388 1.8510
H 0.9159 -2.4492 -0.2049
H 1.7309 -3.8418 0.4324
H 1.2871 -3.7424 -1.3235
H 3.2137 -1.8729 0.1482
H 3.7669 -3.2961 -0.6886
H 1.3695 -0.7944 -1.5687
H 2.0488 -0.6808 -3.1674
H 2.4555 1.3767 -2.0937
H 3.9958 0.6387 -2.4013
H 4.3400 0.5896 -0.0588
H 0.9715 1.2910 -0.7332
H 0.1448 2.9311 0.2810
H -1.4501 2.4022 1.6856
H -0.3662 2.0282 2.9828
H -1.4729 0.0465 2.7043
H -0.0677 -0.3148 1.7683
H -4.6130 -1.2624 -0.3946
H -3.1828 -2.3210 -0.6717
H -3.7861 -3.6432 1.2669
H -5.0770 -2.5547 1.6623
H -5.2114 -3.5301 0.1967
H -1.1394 1.7300 -1.0944
H -2.2850 3.0126 -0.7634
H -1.9504 1.4159 -3.1323
H -2.9452 2.8217 -2.8926
H -3.5988 1.1838 -2.5627
H 3.1559 2.8688 2.8369
H 1.7851 1.9656 3.4298
H 2.4285 0.2286 2.2772

Atoms 1-3, force components in eV/Å:
C -0.10 1.22 0.16
C -0.19 -1.15 0.21
O -0.09 0.30 0.40



Entry 8:
ORCA calculation (ωB97M-V/def2-TZVPD) on a single C13H29NOSi molecule.

SMILES string = CC[Si](CC)(CC)OCCN1CCCCC1
frontier orbital gap = 9.030 eV
LUMO energy = 0.9 eV
HOMO level = -8.13 eV
net charge = 0

Positions of all 45 atoms, in Å:
C 1.5092 0.7053 -3.5111
C 2.0736 0.4586 -2.1195
Si 1.5781 -1.2008 -1.4002
C 2.0692 -2.6335 -2.5806
C 3.5507 -2.9856 -2.6522
C 2.3670 -1.7060 0.2797
C 2.0900 -0.9304 1.5601
O -0.1116 -1.3096 -1.1752
C -0.7521 -0.2339 -0.5111
C -1.7109 -0.6694 0.6053
N -2.2774 0.4593 1.3508
C -3.1317 1.4722 0.6451
C -3.9779 2.2075 1.7170
C -3.0522 2.8992 2.7491
C -2.0900 1.8801 3.3947
C -1.3554 1.0663 2.3235
H 0.4215 0.5341 -3.5325
H 1.9545 0.0034 -4.1951
H 1.6746 1.7107 -3.8900
H 3.1586 0.4967 -2.1482
H 1.7194 1.1794 -1.3955
H 1.7356 -2.3207 -3.5727
H 1.4507 -3.4816 -2.2431
H 3.7427 -3.8485 -3.3257
H 3.9513 -3.2610 -1.6654
H 4.1743 -2.1676 -3.0233
H 2.0273 -2.7571 0.4189
H 3.4421 -1.7541 0.1400
H 2.4426 -1.4578 2.4368
H 1.0324 -0.7786 1.7089
H 2.4873 0.0808 1.5633
H -1.2959 0.3312 -1.2847
H 0.0146 0.3929 -0.0024
H -2.5429 -1.2122 0.1695
H -1.2431 -1.3944 1.2624
H -3.7379 0.9537 -0.0730
H -2.5342 2.1830 0.1074
H -4.5837 1.4277 2.2177
H -4.7349 2.9270 1.2757
H -2.4465 3.6758 2.1945
H -3.6207 3.4398 3.4870
H -2.7312 1.2436 4.0213
H -1.3752 2.3690 4.0876
H -0.7206 0.2774 2.7583
H -0.6411 1.7280 1.8268

Atoms 1-3, force components in eV/Å:
C -0.76 -0.05 0.19
C -0.21 -0.45 0.28
Si -0.21 -1.51 0.44



Max |F| per entry: 1.2; 5.5; 2.9; 0.2; 3.5; 2.2; 2.1; 1.9 eV/Å